1.
Computed, not measured: a structure of composition C25H29MoO6S2 in a non-equilibrium geometry, with ωB97M-V with the def2-TZVPD basis set.

Summary:
LUMO (spin up / spin down): -0.4305 / -0.4305 Eh
HOMO energy (spin up / spin down): -15.98 / -15.98 eV
Net charge: +3

The geometry in XYZ format:
```
63
Properties=species:S:1:pos:R:3:forces:R:3:lowdin_charge:R:1
Mo -0.44534 0.01235 -0.02746 0.3 0.1 -0.5 1.910
O 1.47396 0.04265 -0.26416 -2.6 0.2 0.3 -0.656
S 2.90046 -0.38245 0.19324 1.7 0.3 1.1 1.207
C 3.68026 1.29005 0.24264 -0.2 0.0 -0.3 -0.246
C 2.69916 2.41095 0.57514 -0.3 0.0 -0.1 -0.211
C 2.05196 3.01305 -0.68406 0.0 -0.4 -0.1 -0.212
C 0.94996 4.01375 -0.34916 0.1 -0.1 0.4 -0.247
S -0.75924 3.33085 -0.33906 0.3 1.1 -1.2 1.224
O -0.52264 1.78535 -0.06356 -0.3 3.4 0.1 -0.739
C -1.17484 3.27095 -2.09056 -0.2 0.0 0.2 -0.399
C -0.86114 2.17765 -2.88496 0.4 -0.6 0.2 -0.089
C -1.24924 2.17915 -4.21506 0.0 0.0 0.1 -0.026
C -1.94824 3.26135 -4.73606 0.0 0.0 0.1 -0.005
C -2.26494 4.34595 -3.92996 0.1 -0.1 0.0 -0.012
C -1.88064 4.35555 -2.59716 0.0 0.1 0.3 -0.058
C 2.78516 -0.66095 1.97214 -0.2 -0.2 0.0 -0.388
C 1.66886 -0.33925 2.72614 -0.6 0.4 -0.5 -0.100
C 1.67876 -0.56645 4.09364 0.1 0.0 0.0 -0.033
C 2.80026 -1.12135 4.69474 -0.1 0.0 0.0 -0.016
C 3.90446 -1.46495 3.93134 0.0 0.1 0.0 -0.017
C 3.90176 -1.23845 2.56564 0.1 0.0 -0.5 -0.057
H 4.13096 1.43995 -0.73926 0.1 -0.1 0.0 0.112
H 4.47836 1.22925 0.97974 0.0 -0.3 0.0 0.116
H 3.24566 3.20205 1.09244 0.0 -0.1 0.1 0.143
H 1.92586 2.04465 1.26344 0.2 0.1 0.0 0.099
H 1.66936 2.21465 -1.33396 0.2 0.3 0.0 0.094
H 2.82366 3.54245 -1.24866 -0.1 0.0 -0.1 0.145
H 0.91036 4.83935 -1.06116 -0.3 0.0 -0.1 0.122
H 1.09926 4.43735 0.64534 -0.1 0.1 0.0 0.112
H -0.32034 1.31515 -2.47526 -0.2 0.4 -0.4 0.079
H -1.00274 1.33675 -4.84346 0.0 -0.1 0.0 0.128
H -2.24894 3.24945 -5.77196 0.0 0.0 -0.1 0.133
H -2.81724 5.17865 -4.33196 -0.1 0.1 0.0 0.133
H -2.12754 5.19035 -1.95906 -0.1 0.2 0.0 0.127
H 0.77086 0.08685 2.24334 0.6 -0.2 0.5 0.065
H 0.82046 -0.30515 4.69434 -0.1 0.0 0.0 0.124
H 2.80526 -1.29345 5.75984 0.0 0.0 0.1 0.130
H 4.76786 -1.91265 4.39834 0.1 0.0 0.0 0.133
H 4.75766 -1.51215 1.96734 0.2 -0.1 -0.1 0.128
C -4.94964 1.00775 0.17904 0.3 -0.1 0.1 -0.033
C -3.47154 1.32195 0.28744 -0.6 1.2 0.2 -0.245
O -2.67394 0.12095 0.05964 1.1 -0.5 -0.5 -0.193
H -5.53424 1.90035 0.39264 0.0 0.1 0.0 0.109
H -5.23854 0.24495 0.89784 -0.1 -0.1 0.1 0.102
H -5.20214 0.68085 -0.82786 -0.1 0.0 -0.1 0.099
H -3.21234 1.68605 1.29254 0.0 -0.2 -0.4 0.137
H -3.18934 2.06755 -0.47706 -0.1 -0.3 0.3 0.099
H -3.24164 -0.47275 -0.46736 0.3 -0.2 0.2 0.135
O 1.73486 -5.27245 0.02404 0.8 0.1 0.0 0.157
C 0.42556 -5.28345 0.03234 -0.8 0.0 0.0 -0.218
C -0.23794 -6.52875 0.02084 0.2 0.3 0.0 0.046
C -1.61134 -6.58565 0.01874 0.5 0.1 0.0 0.001
C -2.38384 -5.41525 0.01944 -0.1 0.8 0.0 -0.040
C -1.76714 -4.18755 0.03384 -0.6 -0.5 0.0 -0.018
C -0.36164 -4.08975 0.04974 0.2 0.7 0.0 -0.070
C 0.27726 -2.81005 0.08624 2.5 -3.5 0.1 -0.411
O 1.49066 -2.59435 0.12574 -1.0 -0.2 -0.1 0.020
O -0.49114 -1.69315 0.07334 -1.3 -1.8 0.2 -0.243
H 2.10806 -4.36785 0.01794 -0.3 -0.3 0.0 0.115
H 0.36176 -7.42645 0.00654 0.1 0.0 0.0 0.140
H -2.10074 -7.54745 0.01254 0.0 -0.1 0.0 0.132
H -3.45954 -5.48585 0.00804 -0.1 0.0 0.0 0.119
H -2.34924 -3.26895 0.04064 0.0 -0.2 0.0 0.107
```
Positions in Å, forces in eV/Å.

2.
Computed, not measured: the molecule C4H5NO, with ωB97M-V with the def2-TZVPD basis set.

Summary:
LUMO: 0.0346 Eh
HOMO energy: -8.05 eV

The geometry in XYZ format:
```
11
Properties=species:S:1:pos:R:3:forces:R:3:lowdin_charge:R:1
C 1.10487 -1.07560 -0.22625 0.0 0.0 0.0 -0.010
C -0.13555 -0.24149 -0.24072 0.3 -0.4 0.2 -0.373
C -0.85786 0.12470 0.88526 0.1 -0.1 0.3 -0.048
O -1.88223 1.03593 0.46210 -0.1 -0.1 -0.1 0.007
C -0.86654 1.31750 -0.43375 0.1 0.5 -0.2 -0.246
N -0.56868 0.43032 -1.39309 -0.2 0.0 0.1 0.112
H 1.89497 -0.59254 -0.80550 -0.1 0.0 0.1 0.088
H 0.86990 -2.02749 -0.71485 0.0 0.1 0.0 0.092
H 1.45278 -1.27662 0.79132 -0.1 0.0 -0.2 0.082
H -0.64542 0.02492 1.94100 0.0 0.1 -0.2 0.132
H -0.36626 2.28036 -0.26552 0.0 -0.2 0.0 0.163
```
Positions in Å, forces in eV/Å.